# 1
{"formula": "C5H13N2", "method": "ωB97M-V/def2-TZVPD", "e_lumo_ev": -3.51, "e_above_lowest_ev": 3.5298, "homo_lumo_gap_ev": 9.57, "total_charge": 1, "homo_ev": -13.1, "elements": ["N", "C", "H", "H", "C", "H", "C", "H", "C", "H", "H", "H", "N", "C", "H", "H", "H", "H", "H", "H"], "positions_angstrom": [[1.690641, 0.519340, -0.674801], [-1.237990, 0.263185, -1.511744], [-2.585465, 0.315180, 2.164064], [0.888339, -0.020946, -1.049228], [-1.318186, -0.305908, -0.071230], [1.194554, -0.285431, 1.258553], [3.291289, -0.459073, 0.877885], [-0.757881, -1.240072, 0.023901], [-3.146400, -0.186700, 1.369359], [-0.861246, 0.434458, 0.597850], [1.338090, 1.468909, -0.558424], [-4.176214, -0.441670, 1.606408], [-2.709107, -0.566705, 0.250137], [2.048269, -0.088918, 0.633797], [-0.508823, -0.246990, -2.145399], [4.086995, -0.413547, 0.145348], [2.457913, 0.489463, -1.341539], [3.535520, -0.742206, 1.892814], [-2.181699, 0.172555, -2.045150], [-1.048600, 1.335077, -1.422601]], "forces_ev_per_angstrom": [[-0.81, -1.07, 0.42], [-0.13, 0.11, 0.42], [0.26, 0.12, -0.23], [0.34, 0.37, -0.24], [-0.33, 0.25, -0.66], [-0.04, 0.40, 0.22], [-0.39, 0.45, 0.27], [-0.13, -0.14, -0.04], [-0.49, -0.45, 0.09], [-0.07, -0.05, 0.36], [0.19, 0.20, -0.05], [-0.04, 0.16, 0.01], [0.41, 0.04, 0.31], [0.78, -0.17, -0.37], [0.10, 0.11, -0.12], [0.06, 0.22, 0.06], [0.13, 0.14, -0.07], [0.05, -0.49, -0.16], [-0.09, -0.20, 0.20], [0.17, 0.00, -0.43]], "lowdin_charge": [0.2007, -0.0946, 0.0821, 0.1000, -0.3200, 0.1071, 0.0921, 0.1125, -0.0288, 0.0845, 0.1720, 0.0790, -0.0317, -0.1341, 0.0656, 0.0868, 0.1732, 0.0906, 0.0877, 0.0753]}

=====

# 2
{"formula": "C5H13N2", "method": "ωB97M-V/def2-TZVPD", "e_lumo_ev": -3.24, "e_above_lowest_ev": 2.4999, "homo_lumo_gap_ev": 9.96, "total_charge": 1, "homo_ev": -13.2, "elements": ["C", "H", "C", "H", "C", "H", "C", "H", "N", "H", "H", "H", "H", "H", "H", "H", "H", "N", "H", "C"], "positions_angstrom": [[-0.177116, 0.254277, -1.854268], [-2.757300, 1.047054, -1.689623], [-2.959534, 0.056663, -1.249563], [1.125949, 1.706333, 0.632436], [1.891963, 1.451182, 1.373446], [-3.972042, -0.326273, -1.132376], [-1.952196, -0.717257, -0.761180], [1.221993, -1.772678, 1.602597], [-0.588365, -0.294855, -0.768219], [0.333596, -0.733841, 0.514291], [1.580476, 1.714171, 2.421841], [-2.138231, -1.692407, -0.256006], [2.830777, -0.402433, 2.078512], [0.461966, -0.434474, 2.221731], [0.761338, 0.791639, -1.942984], [2.570412, -0.363261, 0.298071], [2.832831, 1.985018, 1.101324], [0.881765, -0.823161, 1.396354], [-0.759376, 0.180250, -2.775689], [2.172519, -0.023695, 1.246386]], "forces_ev_per_angstrom": [[-0.40, -0.55, 0.18], [-0.29, -0.62, 0.33], [1.35, -1.01, 0.76], [0.04, 0.32, 0.34], [0.55, 0.23, -0.03], [0.18, 0.34, -0.26], [-1.09, 0.22, -0.24], [-0.83, 0.19, -0.18], [-0.11, 0.70, -1.30], [-0.97, 0.28, -0.41], [0.26, -0.11, -1.11], [0.10, 0.91, -0.45], [-0.43, 0.50, -0.96], [-0.95, -0.10, 0.32], [0.23, -0.27, 0.36], [0.32, 0.33, -0.18], [-0.80, -0.16, 0.39], [2.66, -0.45, 1.05], [-0.13, 0.20, 0.18], [0.30, -0.95, 1.20]], "lowdin_charge": [0.0280, 0.0765, 0.0480, 0.0707, -0.0781, 0.0673, -0.2128, 0.1686, -0.0718, 0.0539, 0.1067, 0.1146, 0.1422, 0.1465, 0.0829, 0.1206, 0.1048, 0.1513, 0.0967, -0.2167]}